(1)
{"formula": "C25H20AlN2O4S2", "method": "the ωB97M-V functional and the def2-TZVPD basis", "homo_lumo_gap_ev": 7.56, "total_charge": -1, "homo_energy_ev": -5.053, "spin_multiplicity": 1, "relative_energy_kj_mol": 10.1, "elements": ["Al", "C", "C", "C", "C", "C", "C", "C", "S", "O", "O", "N", "C", "C", "C", "C", "C", "N", "H", "H", "H", "H", "H", "H", "H", "H", "H", "H", "H", "O", "C", "O", "C", "C", "C", "C", "C", "C", "S", "H", "H", "H", "H", "C", "C", "C", "C", "C", "C", "H", "H", "H", "H", "H"], "coordinates": [[-1.2907, -0.7736, -0.1574], [5.3896, 3.6630, 1.2151], [4.6565, 2.4482, 0.7129], [3.3935, 2.5674, 0.1358], [2.6975, 1.4531, -0.3005], [3.2706, 0.1961, -0.1587], [4.5249, 0.0537, 0.4100], [5.2127, 1.1804, 0.8400], [2.3765, -1.2329, -0.7335], [3.1183, -2.3835, -0.2672], [2.1629, -1.0741, -2.1421], [0.9510, -1.1120, -0.0139], [0.8025, -1.2741, 1.3215], [1.7337, -1.5744, 2.3340], [1.2651, -1.6289, 3.6269], [-0.0840, -1.4079, 3.9272], [-0.9400, -1.1407, 2.8854], [-0.4960, -1.0836, 1.6293], [5.0757, 4.5606, 0.6823], [6.4677, 3.5524, 1.0943], [5.1920, 3.8246, 2.2775], [2.9455, 3.5485, 0.0271], [1.7115, 1.5524, -0.7391], [4.9515, -0.9359, 0.5070], [6.1970, 1.0706, 1.2817], [2.7653, -1.7687, 2.0882], [1.9585, -1.8534, 4.4290], [-0.4511, -1.4494, 4.9419], [-2.0009, -0.9633, 3.0100], [-4.9191, 0.4242, 0.8906], [-3.8283, 0.5763, 0.3681], [-2.8300, -0.2199, 0.6036], [-3.6027, 1.7551, -0.5585], [-4.6884, 2.6305, -0.6619], [-4.6479, 3.7709, -1.4369], [-3.4840, 4.0575, -2.1422], [-2.4038, 3.2048, -2.0590], [-2.4280, 2.0393, -1.2748], [-0.9246, 1.1084, -1.3481], [-5.5735, 2.3713, -0.0976], [-5.5071, 4.4274, -1.4924], [-3.4185, 4.9446, -2.7614], [-1.4998, 3.4211, -2.6146], [-2.4779, -4.8556, -2.3838], [-1.2404, -4.7572, -1.7637], [-0.8716, -3.5775, -1.1274], [-1.7194, -2.4652, -1.0768], [-2.9631, -2.6012, -1.7056], [-3.3412, -3.7692, -2.3558], [-2.7672, -5.7712, -2.8869], [-0.5553, -5.5974, -1.7833], [0.1130, -3.5247, -0.6747], [-3.6672, -1.7738, -1.6853], [-4.3110, -3.8329, -2.8363]], "mulliken_charge": [0.403, -1.459, 1.031, -1.005, -0.249, -0.248, -0.268, -0.684, 1.482, -0.731, -0.791, -0.174, 0.817, -1.085, -0.314, -0.936, -0.050, 0.101, 0.361, 0.376, 0.280, 0.359, 0.266, 0.501, 0.343, 0.448, 0.390, 0.396, 0.490, -0.723, 0.463, -0.316, 0.170, -0.665, -0.552, -0.445, -0.989, 0.970, -0.327, 0.445, 0.369, 0.349, 0.411, -0.313, -0.788, 0.176, 0.301, -0.419, -0.763, 0.344, 0.374, 0.262, 0.251, 0.367]}

(2)
{"formula": "C25H20BeN6O2", "method": "the ωB97M-V functional and the def2-TZVPD basis", "homo_lumo_gap_ev": 6.85, "total_charge": 0, "homo_energy_ev": -7.636, "spin_multiplicity": 1, "elements": ["Be", "N", "C", "C", "C", "C", "C", "C", "C", "C", "C", "C", "C", "C", "N", "C", "C", "C", "C", "N", "H", "H", "H", "H", "H", "H", "H", "H", "H", "H", "N", "C", "C", "O", "O", "H", "H", "H", "H", "N", "C", "N", "C", "C", "C", "C", "C", "C", "H", "H", "H", "H", "H", "H"], "coordinates": [[0.3620, -0.6428, 0.9903], [-4.7776, -0.6375, -7.5818], [-4.1545, -0.6134, -6.6167], [-3.3711, -0.5839, -5.4113], [-2.4104, 0.4098, -5.2352], [-1.6575, 0.4382, -4.0751], [-1.8478, -0.5266, -3.0896], [-2.8061, -1.5191, -3.2725], [-3.5700, -1.5480, -4.4258], [-1.0361, -0.4918, -1.8426], [-1.2849, 0.5319, -0.9362], [-2.2556, 1.5549, -1.0691], [-2.1195, 2.3651, 0.0340], [-1.0884, 1.8002, 0.8055], [-0.5758, 0.7011, 0.2497], [-0.0817, -1.4842, -1.6589], [0.2055, -2.5463, -2.5543], [1.1653, -3.3191, -1.9460], [1.4280, -2.7025, -0.7079], [0.7040, -1.6032, -0.5173], [-2.2626, 1.1528, -6.0071], [-0.9110, 1.2072, -3.9248], [-2.9501, -2.2638, -2.5005], [-4.3229, -2.3112, -4.5685], [-2.9494, 1.6641, -1.8870], [-2.6883, 3.2464, 0.2821], [-0.7087, 2.2066, 1.7269], [-0.2415, -2.6896, -3.5247], [1.6314, -4.2139, -2.3251], [2.1194, -3.0746, 0.0286], [2.1591, -1.5310, 1.9676], [1.4818, -2.4858, 2.8555], [-0.0477, -2.3928, 2.7841], [-0.6945, -3.0598, 3.5675], [-0.5247, -1.5598, 1.9209], [2.8866, -1.9728, 1.4254], [2.6003, -0.7902, 2.4958], [1.7496, -2.3415, 3.9019], [1.7452, -3.5133, 2.6044], [0.7133, 1.6342, 4.4893], [0.2975, 0.6347, 3.6677], [0.9396, 0.6252, 2.5336], [1.8415, 1.6776, 2.5953], [2.7681, 2.1201, 1.6535], [3.5439, 3.2107, 1.9899], [3.4056, 3.8543, 3.2298], [2.4882, 3.4292, 4.1704], [1.7094, 2.3291, 3.8275], [0.3379, 1.8377, 5.3986], [-0.4866, -0.0616, 3.9271], [2.8563, 1.6250, 0.6949], [4.2728, 3.5858, 1.2838], [4.0316, 4.7080, 3.4532], [2.3810, 3.9304, 5.1235]], "mulliken_charge": [-0.213, -0.524, -0.078, 0.581, -0.870, -0.129, -0.663, -0.088, -0.875, 1.780, -0.078, -0.835, -1.257, -0.075, 0.532, -0.011, -0.826, -1.305, -0.075, 0.483, 0.445, 0.507, 0.534, 0.449, 0.527, 0.453, 0.312, 0.521, 0.448, 0.388, -0.371, -0.609, 0.611, -0.722, -0.484, 0.352, 0.233, 0.365, 0.381, -0.073, -0.649, 0.193, 0.134, -0.192, -0.931, -0.372, -1.151, 0.722, 0.209, 0.599, 0.489, 0.397, 0.388, 0.422]}

(3)
{"formula": "C25H20BrCl5F5N2O4TeV", "method": "the ωB97M-V functional and the def2-TZVPD basis", "homo_lumo_gap_ev": [5.26, 6.91], "total_charge": -2, "homo_energy_ev": [-1.371, -3.018], "spin_multiplicity": 3, "relative_energy_kj_mol": 128.2, "elements": ["V", "O", "C", "C", "C", "C", "C", "C", "C", "O", "N", "N", "C", "C", "Br", "C", "C", "C", "C", "C", "C", "C", "H", "H", "H", "H", "H", "H", "H", "H", "H", "H", "H", "H", "H", "H", "Cl", "C", "C", "C", "Cl", "C", "Cl", "C", "Cl", "C", "Cl", "F", "Te", "F", "F", "F", "F", "O", "C", "O", "C", "C", "H", "H", "H", "H", "H", "H"], "coordinates": [[0.3181, -0.2081, 0.0487], [-3.6183, 0.7570, -0.7304], [-4.3110, -0.1859, -0.0657], [-5.7036, -0.1732, -0.1596], [-6.4623, -1.1103, 0.5203], [-5.8477, -2.0824, 1.2996], [-4.4628, -2.0941, 1.3872], [-3.6809, -1.1609, 0.7223], [-2.1762, -1.1720, 0.8882], [-1.5318, -0.6576, -0.2349], [-1.8347, -0.3835, 2.0760], [-0.4416, -0.0963, 1.9513], [0.1369, 0.2662, 3.0984], [1.4888, 0.5570, 3.1797], [2.3945, 0.6083, 1.4824], [2.2620, 0.8740, 4.2877], [1.9394, 0.7241, 5.6795], [0.9089, -0.0969, 6.1836], [0.6688, -0.1970, 7.5438], [1.4379, 0.5045, 8.4641], [2.4780, 1.3024, 7.9905], [2.7242, 1.4056, 6.6368], [-2.6594, 0.4901, -0.6812], [-6.1649, 0.5872, -0.7772], [-7.5427, -1.0847, 0.4354], [-6.4374, -2.8202, 1.8288], [-3.9606, -2.8423, 1.9911], [-1.8347, -2.2004, 1.0787], [-2.3426, 0.5001, 1.9957], [-0.4920, 0.3310, 3.9787], [3.2405, 1.2922, 4.0796], [0.3247, -0.6994, 5.5026], [-0.1279, -0.8456, 7.8906], [1.2405, 0.4245, 9.5259], [3.1007, 1.8502, 8.6891], [3.5349, 2.0326, 6.2832], [1.5766, -2.6447, 2.3624], [1.2936, -3.2029, 0.7415], [0.8236, -2.3205, -0.2316], [0.6165, -2.8905, -1.4923], [-0.0314, -1.9276, -2.7812], [0.8815, -4.2298, -1.7805], [0.6118, -4.8815, -3.3618], [1.3708, -5.0631, -0.7821], [1.7153, -6.7251, -1.1191], [1.5749, -4.5476, 0.4897], [2.1748, -5.5883, 1.7373], [1.7135, 3.6994, 0.4640], [1.9037, 2.8972, -1.3741], [3.6392, 1.0774, -0.7457], [2.0537, 4.7483, -1.9172], [-0.5892, 4.4258, -1.0970], [1.6226, 2.6148, -3.3265], [0.8457, 0.5625, -1.2463], [-1.0755, 3.1476, 1.0464], [-0.7621, 2.3817, -0.1137], [-0.3102, 3.0767, -1.2502], [-1.0510, 2.5811, -2.4619], [-0.2318, 3.7637, 1.3496], [-1.2857, 2.4162, 1.8240], [-1.9614, 3.7629, 0.8776], [-0.7275, 3.1320, -3.3415], [-2.1194, 2.7253, -2.2811], [-0.8439, 1.5246, -2.6127]], "lowdin_spin": [1.108, 0.001, 0.000, 0.000, 0.000, 0.000, 0.000, 0.000, 0.006, 0.039, 0.016, 0.172, 0.170, 0.053, 0.000, 0.249, 0.034, 0.066, -0.002, 0.077, 0.000, 0.058, 0.001, 0.000, 0.000, 0.000, 0.000, 0.001, 0.005, 0.010, 0.014, 0.006, -0.002, 0.006, -0.002, 0.003, 0.004, 0.005, -0.009, 0.004, 0.003, -0.001, -0.001, 0.005, 0.002, -0.001, -0.001, 0.000, -0.001, 0.000, -0.001, 0.000, 0.000, -0.102, 0.001, 0.004, 0.000, 0.000, 0.000, 0.001, 0.000, 0.000, 0.000, 0.000]}

| no. | largest force on an atom (eV/Å) |
| --- | --- |
| 1 | 0.20 |
| 2 | 0.51 |
| 3 | 0.75 |